{"formula": "C34H45N6O7PS", "method": "wB97M-V/def2-TZVPD", "symbols": ["O", "N", "O", "C", "C", "C", "C", "C", "C", "C", "C", "C", "C", "C", "C", "C", "C", "C", "O", "C", "P", "O", "O", "S", "C", "O", "N", "C", "O", "H", "H", "H", "H", "H", "H", "H", "H", "H", "H", "H", "H", "H", "H", "H", "H", "H", "C", "C", "C", "C", "N", "H", "H", "H", "H", "H", "H", "H", "C", "C", "C", "C", "N", "H", "H", "H", "H", "H", "H", "H", "C", "C", "C", "C", "N", "H", "H", "H", "H", "H", "H", "H", "C", "C", "C", "C", "N", "H", "H", "H", "H", "H", "H", "H"], "xyz": [[-4.935525, 1.182289, 2.454542], [-4.953224, 1.165753, 1.303830], [-4.261275, 2.370907, 0.780149], [-2.983355, 1.997829, 0.420742], [-2.842732, 1.288484, -0.736021], [-1.587112, 0.873740, -1.164323], [-0.486118, 1.152129, -0.403697], [0.854936, 0.686119, -0.943491], [1.605373, 1.618565, -1.623063], [2.845836, 1.309126, -2.137378], [3.319434, 0.030991, -1.940074], [2.571462, -0.909582, -1.281535], [1.322088, -0.604800, -0.756682], [-0.600496, 1.853008, 0.809001], [0.627867, 2.106796, 1.645223], [1.231991, 0.723333, 2.103120], [1.335683, 0.592737, 3.636784], [1.141670, -0.887248, 4.108273], [1.365048, -1.815006, 3.063090], [-1.871811, 2.301970, 1.209474], [-2.060845, 3.281687, 2.757223], [-1.853195, 2.322153, 4.023569], [-3.578441, 3.820687, 2.916086], [-0.916656, 4.852483, 2.781875], [-1.727049, 0.119952, -2.475627], [-0.897203, -0.333693, -3.220470], [-3.136779, 0.008207, -2.646525], [-3.872581, 0.815408, -1.740027], [-5.045923, 1.021693, -1.835120], [1.210098, 2.625571, -1.743209], [3.416925, 2.064258, -2.666613], [4.308686, -0.197963, -2.330475], [2.927915, -1.922969, -1.109290], [0.737154, -1.346235, -0.222745], [0.404954, 2.645364, 2.559286], [1.401546, 2.602565, 1.050638], [2.226819, 0.574054, 1.669974], [0.599634, -0.044034, 1.650584], [2.375375, 0.835763, 3.900525], [0.705020, 1.290843, 4.187984], [1.836006, -1.137883, 4.922655], [0.132130, -1.023996, 4.511872], [2.295805, -1.845502, 2.823514], [-1.360227, 2.842608, 4.677564], [-3.657031, 4.536797, 2.268575], [-3.435823, -0.962053, -2.642897], [6.321013, -5.187704, 1.140402], [5.936437, -4.196229, 0.047859], [6.415939, -2.769989, 0.340569], [5.816788, -2.284443, 1.593208], [5.316664, -1.897597, 2.557716], [5.859178, -4.930801, 2.094922], [5.986628, -6.191453, 0.877477], [7.403607, -5.217213, 1.279936], [4.850835, -4.201203, -0.072134], [6.365636, -4.524898, -0.900513], [6.129478, -2.103783, -0.473779], [7.502577, -2.743176, 0.433731], [-2.648394, -1.767193, -7.439691], [-1.887195, -2.785044, -6.597579], [-0.571806, -2.230796, -6.039900], [0.322255, -1.835878, -7.139023], [1.020263, -1.531899, -8.005854], [-2.077240, -1.469338, -8.320152], [-3.589759, -2.191566, -7.791043], [-2.876468, -0.870617, -6.858820], [-1.686100, -3.670903, -7.204059], [-2.517809, -3.103087, -5.764388], [-0.070632, -2.986329, -5.434188], [-0.761822, -1.363262, -5.407371], [0.878834, -2.584213, 8.214997], [1.553683, -1.599859, 9.164321], [0.916506, -0.206537, 9.128921], [1.016902, 0.368821, 7.779929], [1.091883, 0.813836, 6.718283], [0.968962, -2.264533, 7.175328], [1.343392, -3.567257, 8.293600], [-0.182246, -2.691410, 8.450028], [2.612608, -1.525757, 8.908480], [1.496564, -1.988042, 10.183057], [1.420842, 0.458223, 9.830724], [-0.136095, -0.259640, 9.411058], [-5.083659, 4.440258, -6.407794], [-5.068555, 3.013798, -5.869401], [-4.694677, 2.939713, -4.384899], [-3.345228, 3.489088, -4.180978], [-2.284010, 3.913693, -4.020889], [-4.096599, 4.901261, -6.347695], [-5.382458, 4.447981, -7.456445], [-5.787441, 5.062287, -5.850642], [-4.364294, 2.419304, -6.455609], [-6.056374, 2.569560, -6.006773], [-4.709871, 1.911855, -4.028623], [-5.404800, 3.509065, -3.783194]], "atomic_forces_ev_per_a": [[-0.264, -0.166, -0.469], [-0.183, -0.505, 0.923], [0.560, 0.630, -0.204], [-0.857, 0.329, 0.078], [-0.197, -0.399, -1.270], [-0.397, 0.282, -0.088], [1.568, -0.639, -0.533], [-0.994, 0.322, 0.840], [-0.040, 0.918, -0.223], [-0.174, 0.192, 0.070], [1.151, 0.140, -0.658], [-0.526, -1.087, 0.758], [0.190, 0.285, -0.433], [-0.125, 0.662, 0.146], [0.681, -1.448, 0.098], [-0.511, 0.406, -0.055], [0.929, -0.856, -0.179], [0.363, 0.634, 0.275], [-0.516, -0.509, -0.285], [-0.225, -0.349, 0.856], [0.175, 1.794, 0.090], [-0.294, -0.063, -0.718], [0.593, -0.939, -0.178], [0.030, -0.210, -0.068], [-0.027, 0.130, 0.740], [-0.640, 0.182, 0.587], [0.145, -0.571, -0.442], [0.949, 0.025, 0.709], [-0.090, -0.101, 0.209], [0.006, -0.139, -0.014], [0.013, -0.163, 0.046], [-0.158, -0.224, 0.097], [0.208, 0.177, -0.212], [0.088, 0.065, -0.036], [0.114, 0.368, -0.429], [-0.369, 0.363, 0.172], [-0.224, 0.074, -0.025], [0.163, -0.138, 0.514], [-0.289, 0.281, 0.054], [-0.088, -0.266, -0.132], [-0.196, 0.361, -0.008], [0.065, -0.214, -0.401], [0.125, 0.161, 0.215], [0.003, -0.115, 0.108], [-0.256, 0.094, 0.158], [-0.309, 0.163, -0.788], [-0.028, -0.026, -0.016], [0.037, -0.293, 0.063], [-0.235, -0.227, 0.142], [-0.181, 0.465, 0.268], [0.203, -0.294, -0.529], [0.036, 0.049, -0.006], [0.038, 0.003, -0.005], [-0.013, -0.009, 0.017], [0.021, 0.092, -0.051], [-0.011, 0.116, -0.031], [0.010, 0.115, 0.095], [-0.004, 0.036, 0.040], [-0.055, -0.033, -0.009], [-0.206, 0.055, -0.136], [-0.094, -0.061, -0.323], [0.477, 0.174, -0.217], [-0.462, -0.204, 0.492], [0.044, 0.026, 0.049], [-0.008, 0.026, 0.024], [0.014, 0.003, -0.018], [0.047, -0.022, 0.072], [0.100, -0.020, 0.053], [0.086, 0.069, 0.012], [0.080, 0.011, 0.021], [0.031, -0.010, 0.005], [-0.025, -0.291, -0.084], [0.245, -0.138, -0.178], [-0.115, 0.391, -0.393], [-0.058, -0.253, 0.781], [-0.035, 0.040, 0.018], [-0.033, 0.001, 0.012], [0.006, -0.007, -0.024], [-0.009, 0.089, 0.057], [0.007, 0.117, 0.030], [-0.047, 0.076, -0.040], [-0.015, 0.040, -0.047], [-0.005, -0.020, -0.046], [-0.089, 0.145, -0.206], [0.206, 0.123, -0.377], [0.424, 0.106, 0.380], [-0.613, -0.296, -0.096], [-0.010, -0.007, 0.062], [-0.027, 0.016, 0.021], [0.018, 0.011, -0.010], [-0.011, -0.067, 0.081], [0.033, -0.072, 0.092], [-0.002, 0.007, 0.004], [0.058, 0.014, 0.054]], "mulliken_charge": [-0.251, 0.249, -0.439, -0.099, 0.952, -0.150, 0.327, 0.238, 0.160, -1.039, -0.351, -1.120, 0.026, -0.253, -1.254, -0.392, -0.461, -0.505, -0.575, 0.530, 0.472, -0.542, -0.484, -0.321, 0.185, -0.598, -0.024, -0.142, -0.574, 0.547, 0.423, 0.393, 0.556, 0.492, 0.528, 0.316, 0.455, 0.338, 0.251, 0.237, 0.267, 0.245, 0.257, 0.362, 0.384, 0.303, -1.231, -0.331, -0.279, 0.272, -0.497, 0.349, 0.354, 0.302, 0.193, 0.374, 0.173, 0.337, -1.020, -0.515, 0.209, 0.117, -0.470, 0.356, 0.349, 0.161, 0.324, 0.327, 0.319, -0.116, -0.857, -0.435, -0.477, 0.270, -0.387, 0.108, 0.327, 0.302, 0.292, 0.307, 0.288, 0.267, -1.229, -0.479, 0.146, 0.279, -0.527, 0.344, 0.363, 0.291, 0.196, 0.391, -0.058, 0.303], "smiles": "O=NOc1c2c(c(-c3ccccc3)c(CCCCO)c1P(O)(O)=S)C(=O)NC2=O.CCCC#N.CCCC#N.CCCC#N.CCCC#N", "energy_ev": -79383.5000}

=====

{"formula": "C34H46N3O3W", "method": "wB97M-V/def2-TZVPD", "symbols": ["W", "C", "C", "C", "C", "C", "C", "C", "N", "C", "C", "C", "C", "C", "C", "O", "C", "C", "C", "C", "C", "C", "C", "C", "C", "O", "C", "C", "C", "C", "C", "C", "H", "H", "H", "H", "H", "H", "H", "H", "H", "H", "H", "H", "H", "H", "H", "H", "H", "H", "H", "H", "H", "H", "H", "H", "H", "H", "H", "H", "H", "H", "H", "H", "H", "H", "H", "H", "H", "H", "H", "H", "N", "C", "O", "C", "C", "C", "N", "C", "C", "H", "H", "H", "H", "H", "H"], "xyz": [[1.105566, -1.983874, 0.593259], [0.427011, 4.836343, -1.844907], [1.472358, 3.977984, -2.581002], [0.909039, 3.535260, -3.943363], [2.730759, 4.813870, -2.813021], [1.740933, 2.737048, -1.738343], [0.733005, 1.834442, -1.483988], [1.009278, 0.701088, -0.700318], [0.182086, -0.326590, -0.371175], [-1.153819, -0.434872, -0.580166], [-2.107969, 0.549016, -0.893848], [-3.419145, 0.180461, -1.092773], [-3.759926, -1.190371, -0.960722], [-2.888581, -2.223949, -0.562428], [-1.608919, -1.782993, -0.335108], [-0.612590, -2.544588, 0.200624], [-3.450026, -3.637946, -0.403642], [-4.523898, -3.603251, 0.693500], [-4.081698, -4.048516, -1.744175], [-2.393368, -4.681932, -0.034893], [-4.464894, 1.238630, -1.430705], [-4.558189, 2.220158, -0.249978], [-4.010716, 1.989853, -2.694275], [-5.845201, 0.633112, -1.686606], [2.356295, 0.467594, -0.241543], [2.444526, -0.734359, 0.406119], [3.405381, 1.316240, -0.469225], [3.028936, 2.466824, -1.201987], [4.861178, 1.182773, -0.023177], [5.758076, 1.247746, -1.268967], [5.154404, -0.124144, 0.717831], [5.171083, 2.362832, 0.911302], [0.214722, 5.727593, -2.434766], [-0.515534, 4.301895, -1.707433], [0.788824, 5.159602, -0.867852], [0.736236, 4.416952, -4.559646], [1.608591, 2.887831, -4.473784], [-0.047035, 3.017026, -3.850518], [2.470785, 5.672165, -3.430706], [3.145208, 5.210443, -1.883821], [3.503951, 4.257834, -3.347386], [-0.236118, 1.989326, -1.928775], [-1.844553, 1.592579, -0.957645], [-4.792224, -1.455821, -1.138252], [-5.350431, -2.935776, 0.447141], [-4.943487, -4.601435, 0.817635], [-4.107292, -3.292683, 1.653716], [-4.899583, -3.393051, -2.044160], [-3.340897, -4.068348, -2.544579], [-4.498228, -5.050615, -1.646955], [-1.975172, -4.514208, 0.959295], [-2.869871, -5.661108, -0.019581], [-1.586056, -4.728021, -0.767553], [-3.610008, 2.726556, -0.059463], [-5.297324, 2.987691, -0.477061], [-4.871655, 1.715840, 0.665118], [-3.073773, 2.529395, -2.539052], [-3.891068, 1.312499, -3.540995], [-4.764535, 2.729783, -2.960847], [-6.248845, 0.129737, -0.805736], [-6.538896, 1.434748, -1.934847], [-5.842140, -0.061259, -2.529490], [3.800119, 3.196727, -1.402309], [5.554765, 0.421441, -1.951521], [5.652393, 2.184247, -1.817423], [6.800483, 1.179174, -0.958890], [4.955011, -0.999777, 0.097533], [6.213309, -0.144507, 0.971894], [4.595145, -0.196949, 1.653243], [5.062836, 3.328161, 0.416126], [4.530883, 2.354576, 1.794875], [6.206365, 2.290607, 1.244366], [2.673803, -3.690785, 7.350949], [1.781550, -2.857448, 6.793813], [1.108548, -2.035654, 7.368685], [1.629668, -2.906928, 5.278446], [0.381853, -2.524965, 4.775868], [0.203174, -2.463823, 3.421619], [1.235119, -2.667200, 2.554416], [2.452315, -3.022428, 3.040316], [2.668071, -3.180301, 4.390012], [2.756856, -3.678302, 8.358169], [3.061815, -4.480383, 6.864028], [-0.419159, -2.282355, 5.461201], [-0.748267, -2.207602, 2.974087], [3.253879, -3.168393, 2.321496], [3.654871, -3.458158, 4.734716]], "atomic_forces_ev_per_a": [[0.207, -0.384, -0.174], [0.043, 0.019, -0.030], [-0.161, -0.004, -0.037], [0.042, 0.053, 0.013], [-0.006, 0.012, 0.002], [0.210, -0.048, 0.131], [-0.043, 0.254, -0.146], [0.044, -0.383, 0.042], [-0.238, 0.687, 0.014], [-0.069, -0.315, 0.302], [-0.006, 0.211, -0.302], [-0.027, -0.080, -0.024], [0.205, 0.063, 0.031], [-0.138, 0.139, -0.106], [0.066, -0.106, 0.126], [0.575, 0.152, 0.130], [0.029, -0.001, -0.010], [-0.024, -0.027, 0.022], [-0.007, -0.012, -0.005], [-0.001, 0.021, 0.015], [0.040, 0.074, 0.002], [-0.015, -0.005, -0.002], [-0.049, -0.001, 0.008], [0.003, -0.002, 0.005], [0.021, -0.159, -0.058], [-0.485, -0.439, 0.223], [-0.065, 0.366, -0.094], [-0.231, -0.200, 0.032], [-0.031, -0.045, 0.007], [0.030, -0.009, -0.004], [-0.013, 0.011, -0.003], [0.050, -0.001, 0.030], [-0.007, 0.000, 0.002], [-0.012, -0.012, 0.003], [0.002, -0.005, 0.010], [-0.006, -0.006, -0.005], [0.000, -0.008, -0.007], [-0.007, -0.020, 0.005], [0.004, -0.003, -0.005], [0.009, -0.013, 0.012], [0.012, -0.002, 0.000], [0.001, -0.047, -0.003], [0.054, -0.016, 0.064], [-0.004, -0.041, 0.012], [-0.002, 0.012, -0.006], [0.002, -0.004, -0.006], [0.007, 0.002, 0.006], [0.004, 0.010, -0.004], [0.003, -0.001, -0.012], [0.002, -0.006, 0.002], [0.000, 0.000, -0.005], [-0.005, 0.000, 0.003], [-0.003, -0.011, -0.005], [0.014, 0.004, 0.005], [-0.001, 0.004, -0.007], [0.001, -0.009, 0.008], [0.019, -0.002, -0.001], [0.007, 0.000, -0.010], [0.002, 0.006, -0.006], [0.007, -0.010, 0.010], [-0.001, 0.000, -0.012], [-0.007, -0.007, -0.006], [0.045, -0.027, 0.013], [-0.002, -0.004, -0.014], [-0.013, -0.002, 0.001], [0.004, -0.008, 0.000], [0.017, 0.001, 0.001], [0.002, 0.010, 0.006], [0.002, -0.002, -0.004], [-0.018, 0.006, -0.013], [-0.008, -0.001, 0.006], [0.003, -0.002, 0.000], [0.013, -0.018, 0.006], [-0.031, -0.018, 0.036], [0.015, 0.024, -0.030], [-0.024, 0.041, 0.001], [0.052, -0.256, -0.086], [-0.077, 0.219, 0.066], [-0.126, 0.395, -0.177], [0.065, -0.001, -0.004], [0.016, 0.005, -0.081], [0.005, 0.000, -0.012], [0.009, -0.001, 0.010], [-0.013, -0.030, 0.000], [0.011, 0.010, 0.068], [0.004, 0.012, 0.019], [-0.003, -0.013, 0.004]], "mulliken_charge": [1.577, -1.320, 1.844, -1.490, -2.215, -1.369, -0.180, 0.652, -0.503, 0.300, -0.552, -1.196, 0.225, -0.646, 1.036, -0.657, 1.719, -1.469, -1.665, -1.883, 1.711, -1.532, -1.343, -2.132, 0.995, -1.121, -0.974, 0.262, 1.790, -1.622, -1.890, -1.525, 0.455, 0.182, 0.382, 0.461, 0.383, 0.267, 0.450, 0.405, 0.464, 1.036, 1.367, 0.647, 0.360, 0.463, 0.329, 0.339, 0.407, 0.478, 0.239, 0.539, 0.385, 0.304, 0.458, 0.379, 0.177, 0.379, 0.493, 0.453, 0.430, 0.432, 0.616, 0.409, 0.366, 0.454, 0.368, 0.534, 0.319, 0.370, 0.371, 0.465, -0.354, 0.235, -0.520, 0.755, -0.695, -0.309, -0.371, -0.125, -0.717, 0.262, 0.208, 0.522, 0.496, 0.523, 0.443], "total_charge": 3, "energy_ev": -48416.1776}